# 1
Computed, not measured: C28H37CrN2O2P as an isolated structure in a non-equilibrium geometry, with ωB97M-V/def2-TZVPD.

Each line ends with the Löwdin spin population.
Atoms and positions in Å:
C  0.391  -2.256  -4.272  0.0160
C  0.695  -0.901  -4.319  -0.0035
C  0.377  -0.057  -3.241  0.0135
C  -0.165  -0.563  -2.052  -0.0252
C  -0.419  -1.943  -2.017  0.0118
C  -0.165  -2.780  -3.113  -0.0041
C  0.725  1.389  -3.420  0.0035
C  -0.145  2.472  -2.750  0.0134
N  -1.315  1.968  -1.931  0.0175
Cr  -0.639  0.830  -0.494  3.7075
C  -0.978  -2.640  -0.794  0.0290
P  -1.930  -1.516  0.288  0.1057
H  1.165  -0.458  -5.196  -0.0005
H  -0.411  -3.837  -2.997  -0.0004
H  0.591  -2.904  -5.119  0.0011
H  -0.156  -3.070  -0.166  0.0007
H  -1.726  -3.427  -1.083  0.0039
H  1.747  1.542  -3.029  0.0010
H  0.731  1.622  -4.495  0.0003
H  0.482  3.051  -2.054  0.0014
C  -1.729  -2.054  1.998  0.0125
C  -3.629  -1.407  -0.326  0.0134
H  -0.567  3.153  -3.517  0.0013
C  -2.348  1.388  -2.873  0.0204
C  -1.952  3.146  -1.241  0.0033
H  -1.909  -0.201  0.723  0.0630
H  -2.879  2.236  -3.363  0.0026
H  -1.861  0.794  -3.672  0.0002
H  -3.053  0.756  -2.285  0.0048
H  -2.499  3.743  -1.996  0.0026
H  -2.642  2.759  -0.463  0.0044
H  -1.150  3.790  -0.828  -0.0106
H  -4.046  -2.374  -0.006  0.0015
H  -4.110  -0.555  0.191  0.0019
H  -3.647  -1.231  -1.420  0.0008
H  -2.337  -2.967  2.082  0.0017
H  -0.642  -2.133  2.188  0.0006
H  -2.110  -1.226  2.616  0.0015
H  -0.793  2.881  0.495  -0.0955
C  2.098  -3.169  4.656  0.0000
C  1.378  -1.850  4.559  0.0001
C  0.148  -1.702  5.190  0.0002
C  -0.571  -0.507  5.130  0.0002
C  -0.042  0.570  4.426  0.0007
C  1.186  0.428  3.751  0.0001
N  1.528  1.447  2.872  -0.0007
C  2.794  1.908  2.516  0.0009
C  3.748  2.203  3.505  -0.0001
C  5.049  2.539  3.135  0.0011
C  5.411  2.585  1.785  -0.0001
C  4.463  2.347  0.797  0.0009
C  3.160  2.046  1.137  -0.0009
C  2.279  1.645  0.000  0.0125
O  2.675  1.720  -1.172  0.0110
O  1.114  1.218  0.409  0.0528
C  1.914  -0.791  3.816  0.0002
C  3.178  -0.960  3.042  0.0000
H  2.230  -3.636  3.671  0.0000
H  3.089  -3.066  5.117  0.0000
H  1.519  -3.864  5.272  0.0000
H  -0.255  -2.557  5.733  0.0000
H  -1.533  -0.418  5.629  0.0000
H  -0.559  1.527  4.386  0.0000
H  0.770  1.789  2.265  -0.0019
H  3.462  2.122  4.557  0.0000
H  5.787  2.757  3.905  0.0001
H  6.430  2.806  1.480  0.0000
H  4.705  2.369  -0.263  0.0001
H  3.042  -0.712  1.980  0.0000
H  3.978  -0.318  3.432  0.0000
H  3.534  -1.991  3.092  0.0000

Computed properties:
F_max: 2.82 eV/A
net charge: 0
HOMO-LUMO gap (alpha / beta): 6.087 / 6.002 eV
2S+1: 5
HOMO level (alpha / beta): -6.20 / -6.56 eV

***

# 2
Computed, not measured: one molecule with the formula C26H38N4O6 in a non-equilibrium geometry, with ωB97M-V/def2-TZVPD.

Each line ends with the Löwdin charge.
Atoms and positions in Å:
C  1.312  4.400  -1.322  -0.0972
H  1.314  4.894  -2.291  0.0757
C  -0.090  3.919  -0.967  -0.2477
C  -0.730  3.060  -2.058  -0.1746
H  -0.794  3.642  -2.980  0.1155
H  -1.750  2.808  -1.753  0.1023
C  0.041  1.779  -2.376  -0.1287
N  0.094  0.846  -1.260  0.0048
C  1.299  0.571  -0.722  -0.4170
O  2.308  1.150  -1.113  0.0332
C  1.417  -0.455  0.395  -0.0734
C  2.296  -1.641  -0.046  -0.0690
C  3.762  -1.524  0.347  -0.4579
O  4.349  -2.435  0.892  0.0694
N  4.323  -0.329  0.031  0.1634
C  5.624  0.028  0.284  -0.2978
N  6.053  1.232  -0.022  0.1033
O  7.362  1.289  0.341  -0.0080
C  7.730  0.110  0.875  -0.3209
C  6.668  -0.742  0.870  0.0542
H  6.602  -1.750  1.215  0.1017
C  9.130  -0.046  1.342  -0.0064
H  9.358  0.701  2.101  0.0861
H  9.269  -1.039  1.758  0.0846
H  9.820  0.099  0.512  0.0865
H  3.748  0.380  -0.444  0.1098
H  2.233  -1.763  -1.130  0.1298
H  1.926  -2.560  0.409  0.1108
H  1.891  0.040  1.247  0.1375
H  0.445  -0.823  0.714  0.0988
C  -1.154  0.187  -0.942  -0.1284
C  -1.844  0.721  0.292  -0.0968
C  -1.156  1.327  1.334  -0.0341
C  -1.842  1.841  2.415  -0.0580
C  -3.219  1.740  2.485  -0.0126
C  -3.937  1.131  1.464  -0.1893
C  -3.244  0.641  0.342  -0.1634
O  -3.843  0.018  -0.727  -0.0950
C  -5.104  0.469  -1.181  -0.0542
H  -5.918  0.075  -0.570  0.0887
H  -5.157  1.560  -1.193  0.1041
H  -5.195  0.090  -2.199  0.0969
O  -5.294  0.962  1.487  -0.1034
C  -6.023  1.496  2.565  -0.0739
H  -5.898  2.581  2.638  0.1001
H  -7.066  1.268  2.351  0.0968
H  -5.740  1.030  3.514  0.0982
H  -3.731  2.134  3.348  0.1048
H  -1.304  2.321  3.217  0.1105
H  -0.085  1.420  1.290  0.1020
H  -1.834  0.387  -1.782  0.1622
C  -0.983  -1.358  -1.034  -0.4355
O  -0.199  -1.822  -1.834  0.0851
N  -1.773  -2.064  -0.215  0.1475
H  -2.453  -1.557  0.330  0.1207
C  -1.962  -3.517  -0.270  -0.5763
C  -2.494  -3.907  -1.651  -0.0252
H  -1.769  -3.635  -2.413  0.0790
H  -2.667  -4.979  -1.699  0.0858
H  -3.428  -3.389  -1.855  0.0848
C  -0.629  -4.214  0.006  -0.0303
H  -0.761  -5.292  -0.016  0.0867
H  0.096  -3.934  -0.752  0.0746
H  -0.248  -3.929  0.984  0.0857
C  -2.981  -3.870  0.812  -0.0345
H  -2.615  -3.572  1.793  0.0870
H  -3.928  -3.368  0.623  0.0837
H  -3.157  -4.941  0.823  0.0880
H  1.070  2.020  -2.642  0.1178
H  -0.425  1.272  -3.228  0.1336
H  -0.736  4.785  -0.797  0.1061
H  -0.054  3.353  -0.036  0.0854
H  1.663  5.109  -0.576  0.0714
H  2.013  3.570  -1.349  0.0551

Computed properties:
ΔE to the lowest compared entry with this formula, charge and spin: 102.4 kJ/mol
F_max: 1.30 eV/A
net charge: 0
HOMO-LUMO gap: 8.883 eV
structure (SMILES): CCCCN(C(=O)CCC(=O)Nc1cc(C)on1)[C@@H](C(=O)NC(C)(C)C)c1cccc(OC)c1OC
HOMO level: -8.54 eV